(1)
Density functional theory data (ωB97M-V/def2-TZVPD) for the ion H2O4P2 with charge -2 in a non-equilibrium geometry.

```
8
Properties=species:S:1:pos:R:3:forces:R:3
O 2.187 0.253 -0.249 -0.7 0.3 -0.7
O -0.764 -1.593 -1.365 -0.2 -0.8 0.3
O 1.029 -0.767 1.671 -0.8 -2.3 3.2
O -1.322 0.888 -1.445 -0.5 2.5 -1.8
P 0.895 0.151 0.554 2.7 2.2 -2.0
P -0.920 -0.285 -0.668 0.2 -0.3 1.3
H 0.844 1.529 1.130 -0.9 -0.5 -0.4
H -1.949 -0.176 0.371 0.3 -1.0 0.1
```
Forces are in eV/Å.

The lowest unoccupied orbital energy comes out at 7.501 eV. Its SMILES is O=[P@H]([O-])[P@H](=O)[O-]. The total charge is -2. The value obtained for the energy above the lowest of the compared OMol25 structures with the same formula, charge and spin is 9.75 kJ/mol. The calculation puts the orbital gap at 7.3 eV.

These are the natural (NBO) partial charges, in e, on atoms 1 to 4: O -1.2263; O -1.1860; O -1.2222; O -1.2268

(2)
Density functional theory data (ωB97M-V/def2-TZVPD) for a cluster of 2 separate species, C3H11N5 in total in a non-equilibrium geometry.

```
19
Properties=species:S:1:pos:R:3:forces:R:3
C -0.758 -0.981 -0.171 2.9 0.1 0.7
C 1.584 -1.469 0.114 1.7 -1.9 -0.7
C 2.561 1.362 -0.098 0.9 -3.0 1.5
N -1.643 0.013 -0.350 -3.1 1.6 0.6
N 0.466 -0.638 -0.163 1.1 2.1 0.4
N -3.790 0.726 -0.034 0.1 0.7 0.9
N 1.226 1.369 0.123 -0.9 -0.4 2.3
N -2.813 -0.195 0.076 -1.3 1.1 -1.2
H -0.990 -1.950 0.153 -0.8 -1.7 0.1
H 1.890 -1.589 1.195 -1.2 0.0 -0.8
H 1.428 -2.456 -0.447 0.4 1.1 1.2
H 2.552 -1.035 -0.283 -1.3 -0.3 -0.1
H 3.000 0.788 0.759 0.0 0.0 -0.5
H 2.895 0.982 -1.020 0.5 -0.1 -1.6
H 3.145 2.226 0.143 -0.2 1.7 0.2
H -3.491 1.742 -0.198 -0.4 -2.0 0.2
H -4.730 0.553 0.471 2.1 0.1 -1.0
H 0.686 1.671 -0.623 -1.4 0.5 -2.3
H -3.219 -1.117 0.354 0.7 0.2 0.1
```
Forces are in eV/Å.

The lowest unoccupied orbital energy (alpha / beta) comes out at -10.561 / -10.561 eV. The total charge is +2. The value obtained for the energy above the lowest of the compared OMol25 structures with the same formula, charge and spin is 536.50 kJ/mol. The calculation puts the orbital gap (alpha / beta) at 8.3 / 8.3 eV.

These are the natural (NBO) partial charges, in e, on atoms 1 to 4: C 0.2181; C -0.5065; C -0.5627; N -0.1207

(3)
Density functional theory data (ωB97M-V/def2-TZVPD) for a cluster of 2 separate species, C4H13N3O in total.

```
21
Properties=species:S:1:pos:R:3:forces:R:3
C 1.064 0.016 -0.514 0.4 0.5 -0.3
C 0.313 1.278 -0.955 0.1 -0.2 0.1
N 2.374 0.407 -0.002 0.0 0.1 0.2
N 1.081 -0.916 -1.627 -0.2 -0.1 -0.2
C 0.529 -0.510 1.723 0.2 0.1 0.3
N 0.273 -0.633 0.502 -0.4 -0.3 0.0
H 2.857 1.004 -0.661 0.0 0.0 0.0
H 2.950 -0.409 0.179 0.0 0.0 -0.1
H 1.461 -1.815 -1.357 0.0 0.0 0.0
H 1.602 -0.549 -2.412 0.1 0.0 0.0
H 0.825 1.736 -1.799 0.0 0.1 -0.1
H 0.277 1.985 -0.129 0.0 0.1 0.0
H -0.694 1.005 -1.257 -0.1 0.0 0.0
H 1.358 0.071 2.125 0.1 0.1 -0.1
H -0.119 -1.014 2.425 -0.2 -0.1 0.2
C -2.935 -0.126 0.843 0.1 0.1 0.1
O -2.470 -0.751 -0.320 0.2 -0.2 -0.4
H -1.512 -0.909 -0.221 -0.2 0.0 0.1
H -2.760 -0.739 1.734 -0.1 0.0 0.1
H -4.006 0.016 0.722 -0.1 0.1 0.1
H -2.465 0.853 0.999 0.0 0.0 0.1
```
Forces are in eV/Å.

The lowest unoccupied orbital energy comes out at 0.862 eV. Its SMILES is C=NC(C)(N)N.CO. The total charge is 0. The value obtained for the energy above the lowest of the compared OMol25 structures with the same formula, charge and spin is 174.49 kJ/mol. The calculation puts the orbital gap at 10.1 eV.

These are the natural (NBO) partial charges, in e, on atoms 1 to 4: C 0.3587; C -0.6191; N -0.8694; N -0.8384

(4)
Density functional theory data (ωB97M-V/def2-TZVPD) for a structure of composition C2H15NO4 in a non-equilibrium geometry.

```
22
Properties=species:S:1:pos:R:3:forces:R:3
H 0.927 0.240 0.084 0.4 1.1 0.7
O 0.995 1.247 0.755 0.0 -0.9 -0.3
N 0.796 -0.686 -0.806 0.2 -1.1 -1.5
H 1.918 1.368 1.022 -0.4 -0.1 -0.1
H 1.425 -0.500 -1.608 -0.3 0.4 0.8
C -0.571 -0.643 -1.377 0.5 1.5 -1.9
H -0.599 0.260 -2.007 -0.1 0.2 0.6
H -0.663 -1.364 -2.192 -0.4 -0.8 0.7
H -1.397 -0.560 -0.677 0.2 -0.6 0.3
C 1.098 -2.035 -0.330 -1.3 -1.1 1.3
H 0.162 -2.353 0.180 0.6 -0.1 -0.2
H 1.322 -2.814 -1.073 -0.1 0.6 -0.2
H 1.865 -2.085 0.436 0.3 0.4 -0.1
O -1.400 1.558 2.162 -0.1 -0.1 -0.2
H -0.878 1.232 1.409 0.2 0.4 0.3
H -0.825 2.250 2.503 0.0 -0.1 0.1
O 1.213 2.079 -1.787 -0.3 0.5 1.1
H 1.483 2.952 -1.461 0.2 0.0 -0.8
H 0.867 1.792 -0.897 0.3 -0.2 -0.5
O -2.597 -1.007 1.725 0.1 -0.3 -0.2
H -3.327 -0.425 1.955 0.1 0.1 0.0
H -1.816 -0.507 1.986 -0.1 0.2 0.3
```
Forces are in eV/Å.

The lowest unoccupied orbital energy comes out at 0.617 eV. The total charge is 0. The value obtained for the energy above the lowest of the compared OMol25 structures with the same formula, charge and spin is 131.52 kJ/mol. The calculation puts the orbital gap at 10.8 eV.

These are the natural (NBO) partial charges, in e, on atoms 1 to 4: H 0.4662; O -1.1219; N -0.5910; H 0.4709

(5)
Density functional theory data (ωB97M-V/def2-TZVPD) for a structure of composition C13H21BCl3CoN4O3S2Si in a non-equilibrium geometry.

```
49
Properties=species:S:1:pos:R:3:forces:R:3
Co 0.407 -0.447 0.312 0.4 0.1 -0.2
C -0.117 -0.332 4.228 0.7 -0.1 0.1
N -1.362 0.060 3.638 -0.6 0.2 -0.5
C -2.176 1.072 4.061 -0.4 0.2 0.0
C -3.201 1.141 3.179 0.0 0.3 0.4
N -3.024 0.191 2.218 0.4 -0.1 0.3
B -4.101 -0.006 1.114 0.2 -0.1 -0.1
N -3.500 -0.724 -0.107 0.3 0.0 -0.3
C -4.036 -1.819 -0.711 -0.2 -0.5 -0.3
C -3.253 -2.160 -1.764 -0.4 -0.2 0.2
N -2.218 -1.265 -1.798 -0.5 0.0 0.7
C -1.148 -1.271 -2.755 0.6 0.2 -0.2
C -2.381 -0.399 -0.767 0.0 0.5 -0.4
S -1.371 0.943 -0.456 0.1 0.5 -0.1
C -1.883 -0.454 2.495 0.0 -0.4 0.1
S -1.154 -1.779 1.699 0.3 -0.6 -0.2
H -0.114 -0.073 5.285 -0.1 0.0 0.0
H 0.708 0.182 3.727 -0.1 -0.1 0.1
H 0.013 -1.407 4.099 0.0 0.2 0.1
H -1.960 1.644 4.939 0.0 0.1 0.2
H -4.053 1.787 3.160 -0.1 0.2 0.0
H -4.966 -0.700 1.561 -0.4 -0.2 0.0
H -4.481 1.077 0.783 -0.2 0.3 0.0
H -4.936 -2.272 -0.346 -0.1 -0.1 0.1
H -3.334 -2.955 -2.478 0.0 -0.1 -0.1
H -1.089 -2.260 -3.206 0.0 0.0 0.0
H -0.196 -1.039 -2.261 -0.1 0.0 -0.2
H -1.325 -0.516 -3.526 0.0 -0.1 0.0
Cl 3.027 -1.816 4.139 -0.1 -0.2 0.3
C 3.579 -0.848 2.759 0.0 0.0 0.0
Cl 4.917 -1.680 1.982 0.2 -0.1 -0.1
Cl 4.105 0.724 3.341 0.2 0.3 0.1
C 2.363 -0.733 1.792 0.6 -0.3 0.5
O 2.082 -1.744 1.159 -0.2 -0.3 -0.4
O 1.745 0.346 1.804 -0.5 0.6 -0.4
C 2.469 2.275 -2.253 0.1 -0.7 0.1
Si 2.737 0.393 -1.982 1.1 0.6 -0.7
C 4.385 0.220 -1.018 -0.6 0.0 -0.3
C 3.070 -0.338 -3.729 -0.1 0.3 0.7
O 1.499 -0.308 -1.304 -0.8 -0.5 0.7
H 3.287 2.716 -2.818 0.2 0.1 -0.1
H 2.396 2.798 -1.304 0.0 0.1 0.3
H 1.546 2.459 -2.794 -0.2 0.0 -0.1
H 5.216 0.631 -1.583 0.2 0.1 -0.2
H 4.610 -0.822 -0.807 0.0 -0.2 0.0
H 4.335 0.745 -0.068 0.0 0.1 0.2
H 3.986 0.078 -4.139 0.2 0.1 -0.1
H 2.262 -0.104 -4.415 -0.2 0.0 -0.1
H 3.188 -1.416 -3.698 0.0 -0.3 0.1
```
Forces are in eV/Å.

Its spin multiplicity is 4. The lowest unoccupied orbital energy (alpha / beta) comes out at 2.691 / 2.689 eV. The total charge is -1. The calculation puts the orbital gap (alpha / beta) at 7.4 / 8.0 eV.

These are the natural (NBO) partial charges, in e, on atoms 1 to 4: Co 1.4178; C -0.4260; N -0.3507; C -0.0975

(6)
Density functional theory data (ωB97M-V/def2-TZVPD) for a cluster of 2 separate species, C2HFNO2 in total in a non-equilibrium geometry.

```
7
Properties=species:S:1:pos:R:3:forces:R:3
C 0.248 0.012 -0.161 0.1 -0.7 4.6
C -0.828 0.291 -1.001 0.1 0.3 -0.2
N 0.018 -0.540 1.813 -0.6 0.6 -3.7
O -1.720 0.943 -1.459 -0.1 -0.2 -0.1
O -0.272 -0.920 -1.202 -0.6 -0.4 -0.8
F 1.285 -0.123 2.294 1.0 0.3 0.4
H 1.268 0.337 -0.283 0.2 0.2 -0.1
```
Forces are in eV/Å.

The lowest unoccupied orbital energy (alpha / beta) comes out at 4.191 / 4.191 eV. The total charge is -1. The value obtained for the energy above the lowest of the compared OMol25 structures with the same formula, charge and spin is 459.51 kJ/mol. The calculation puts the orbital gap (alpha / beta) at 6.6 / 6.6 eV.

These are the natural (NBO) partial charges, in e, on atoms 1 to 4: C -0.0420; C 0.7204; N -0.3241; O -0.6133

Looking at total energy for the records above, in order, we have -984.9515 -393.7870 -399.6808 -440.8739 -4827.0994 -381.7316 hartree.